[1]
{
  "formula": "C12H13Cl2IrNO3Sc",
  "method": "wB97M-V/def2-TZVPD",
  "s_squared": 6.03,
  "total_energy_ha": -2529.15758,
  "total_charge": 4,
  "spin_multiplicity": 5,
  "homo_lumo_gap_ev": [7.40, 5.33],
  "molar_mass_g_mol": 527.32,
  "symbols": ["Sc", "Ir", "Cl", "Cl", "C", "C", "C", "O", "O", "O", "C", "N", "C", "C", "C", "C", "C", "C", "C", "C", "H", "H", "H", "H", "H", "H", "H", "H", "H", "H", "H", "H", "H"],
  "xyz": [[-0.886, -3.091, -0.811], [-0.385, -0.826, 0.158], [0.881, -2.491, 1.009], [-2.835, -2.606, 0.076], [0.635, 0.173, -0.959], [-1.442, -5.268, -0.241], [-1.014, -3.657, -2.985], [1.566, 0.742, -1.461], [-1.935, -6.281, 0.023], [-1.130, -4.060, -4.065], [0.601, 3.222, 2.213], [1.232, 1.978, 1.694], [2.718, 2.101, 1.581], [0.886, 0.748, 2.533], [-0.594, 0.625, 2.681], [-1.205, 1.028, 3.869], [-2.583, 1.154, 3.948], [-3.341, 0.863, 2.834], [-2.785, 0.380, 1.650], [-1.398, 0.214, 1.631], [0.820, 3.326, 3.281], [-0.478, 3.198, 2.033], [1.046, 4.064, 1.675], [0.856, 1.816, 0.744], [3.137, 2.068, 2.595], [3.094, 1.301, 0.938], [2.974, 3.038, 1.086], [1.351, -0.115, 2.035], [1.368, 0.923, 3.500], [-0.582, 1.267, 4.705], [-3.038, 1.468, 4.885], [-4.410, 1.024, 2.858], [-3.387, 0.172, 0.778]],
  "forces_ev_per_angstrom": [[0.73, -1.89, 0.30], [-3.51, 0.68, 1.29], [0.10, -1.03, 0.15], [-0.33, 0.57, 0.29], [8.20, 4.70, -5.34], [-2.56, -5.87, 1.44], [-0.74, -2.52, -7.17], [-5.48, -2.83, 2.76], [2.51, 4.95, -1.26], [0.61, 2.12, 5.53], [-0.06, 0.63, 0.21], [-0.42, -0.74, -0.32], [0.59, 0.04, -0.10], [0.82, 0.67, 0.00], [0.34, -0.21, -1.08], [-1.56, 0.68, 1.35], [0.75, 0.07, 0.93], [-1.65, 0.98, 1.35], [1.86, -0.79, -1.30], [0.10, -0.65, -0.52], [0.02, -0.02, -0.21], [0.19, 0.03, 0.05], [-0.20, -0.06, 0.11], [0.26, 0.37, 0.58], [0.05, 0.01, -0.39], [0.02, -0.10, 0.38], [-0.14, 0.07, 0.19], [-0.07, 0.30, 0.39], [-0.04, -0.21, -0.13], [0.20, 0.12, 0.60], [-0.06, 0.00, -0.22], [-0.27, -0.03, 0.11], [-0.24, -0.04, 0.04]]
}

***

[2]
{
  "formula": "C12H13Cl2NO",
  "method": "wB97M-V/def2-TZVPD",
  "smiles": "C/C(=C\\C(=O)c1ccc(Cl)cc1Cl)N(C)C",
  "total_energy_ha": -1515.11392,
  "homo_lumo_gap_ev": 8.06,
  "molar_mass_g_mol": 258.15,
  "symbols": ["C", "C", "C", "C", "O", "C", "C", "C", "C", "Cl", "C", "C", "Cl", "N", "C", "C", "H", "H", "H", "H", "H", "H", "H", "H", "H", "H", "H", "H", "H"],
  "xyz": [[1.454, 0.788, -1.485], [2.519, 0.093, -0.651], [2.246, -0.998, -0.065], [0.893, -1.818, 0.046], [0.804, -3.157, 0.183], [-0.519, -1.121, -0.004], [-1.548, -1.692, -0.705], [-2.723, -0.951, -1.101], [-3.024, 0.188, -0.324], [-4.495, 1.011, -0.306], [-1.979, 0.649, 0.615], [-0.832, 0.291, 0.723], [0.272, 0.860, 1.701], [3.530, 0.657, -0.402], [4.070, 1.940, -1.362], [4.529, 0.289, 0.500], [0.544, -0.018, -1.751], [1.916, 1.149, -2.561], [0.992, 1.701, -1.039], [2.929, -1.811, 0.461], [-1.306, -2.495, -1.302], [-3.468, -1.404, -1.752], [-2.219, 1.381, 1.111], [4.053, 1.594, -2.231], [3.189, 2.637, -1.328], [4.802, 2.309, -0.791], [3.986, -0.017, 1.563], [5.304, 1.088, 0.394], [5.097, -0.707, 0.044]],
  "forces_ev_per_angstrom": [[-1.61, -0.88, -3.63], [-9.62, -0.23, -4.01], [-3.80, -11.62, 4.58], [-0.86, -3.75, -0.20], [1.20, 7.00, -0.57], [0.72, 2.08, 1.43], [0.45, 3.08, -0.57], [-0.93, 1.10, 2.72], [3.09, -2.51, -0.27], [-0.69, 0.39, -0.25], [-9.38, -2.39, -6.53], [7.80, -10.50, -3.92], [3.32, 2.23, 3.20], [11.26, 10.15, -1.10], [-6.80, -0.15, 7.79], [1.37, -3.29, 0.89], [2.64, 2.45, 0.65], [-1.21, -1.04, 2.62], [0.53, -0.77, -0.08], [-0.65, 2.48, -1.24], [0.37, -2.17, -0.79], [0.26, 0.22, 0.00], [-2.99, 7.80, 5.21], [1.36, -2.80, -7.52], [1.00, -0.32, 0.11], [3.17, 1.34, 0.98], [1.89, 1.01, -2.46], [-0.59, -0.92, 1.43], [-1.30, 2.03, 1.53]]
}